(1)
Entry from the OMol25 dataset: a 2-piece molecular cluster, H3O2SSi overall (ωB97M-V with the def2-TZVPD basis set).

Geometry (Å):
O1 -3.89276 1.85403 1.72353
O2 1.83883 -2.20994 -2.36330
Si1 1.29981 -1.69689 -1.05141
S1 -2.34305 2.04373 1.87540
H1 0.71637 -0.42092 -0.72726
H2 -1.73061 1.16812 0.84848
H3 1.27658 -2.82978 -0.08573

The HOMO-LUMO gap comes out at 3.5 eV. Its total charge is -1. Its spin multiplicity is 1. The calculation puts the energy above the lowest of the compared OMol25 structures with the same formula, charge and spin at 2.0033 eV.



(2)
Entry from the OMol25 dataset: an isolated ion of composition C7H16N3O and charge +1 (ωB97M-V with the def2-TZVPD basis set).

Geometry (Å):
C1 -1.13970 3.61732 0.58005
C2 -0.34188 2.79369 -0.42630
C3 -0.40184 1.28721 -0.15248
C4 0.59882 0.82581 0.91952
N1 1.57118 -0.20253 0.48931
C5 1.12847 -1.41021 0.01816
N2 0.85411 -2.43454 0.83494
C6 -0.38066 -3.22951 0.56221
O1 -1.00857 -2.71137 -0.56491
C7 -0.18278 -2.52417 -1.66934
N3 0.95135 -1.64529 -1.28084
H1 -0.66250 3.64234 1.56177
H2 -2.13518 3.19051 0.71031
H3 -1.25803 4.64251 0.23687
H4 0.69864 3.12722 -0.46252
H5 -0.75514 2.97498 -1.42001
H6 -0.22784 0.75411 -1.08920
H7 -1.41448 1.02413 0.15856
H8 0.06973 0.45328 1.80129
H9 1.20801 1.66158 1.25609
H10 2.55572 -0.03536 0.60354
H11 0.97415 -2.16932 1.80591
H12 -1.05875 -3.08553 1.39882
H13 -0.13056 -4.28849 0.46971
H14 0.18982 -3.46079 -2.09053
H15 -0.76100 -1.99720 -2.42203
H16 1.05891 -0.80037 -1.82886

The HOMO-LUMO gap comes out at 10.0 eV. Its total charge is +1. Its spin multiplicity is 1. The calculation puts the energy above the lowest of the compared OMol25 structures with the same formula, charge and spin at 0.0000 eV.



(3)
Entry from the OMol25 dataset: C37H38BrF3N4O in the gas phase (ωB97M-V with the def2-TZVPD basis set).

Geometry (Å):
O1 -0.21467 3.82050 -1.64641
C1 -0.35591 2.62941 -1.79929
N1 -1.46521 2.05090 -2.32740
C2 -2.71299 2.76387 -2.46189
C3 -3.43138 2.86583 -1.15270
C4 -3.13487 3.90764 -0.28137
C5 -3.72639 3.95682 0.96855
C6 -4.61468 2.96804 1.35747
C7 -4.91415 1.92852 0.49236
C8 -4.32308 1.87565 -0.75796
C9 -2.76787 3.88181 -3.45882
C10 -3.46393 2.58432 -3.74745
C11 0.70223 1.62178 -1.43295
C12 0.63574 0.95967 -0.22829
C13 -0.50768 1.16293 0.72879
N2 -1.03560 -0.11959 1.15403
C14 -1.65428 -0.84687 0.06370
C15 -1.97448 -2.26981 0.50265
C16 -2.93611 -2.23582 1.70092
N3 -3.38198 -3.52912 2.18826
C17 -2.34062 -4.46353 2.57193
C18 -2.95582 -5.59080 3.39879
C19 -4.01122 -6.32132 2.57687
C20 -5.03966 -5.31088 2.08273
C21 -4.34208 -4.18619 1.32151
C22 -2.28026 -1.40249 2.80466
C23 -1.94467 -0.01055 2.27903
C24 1.65315 0.00544 0.06312
C25 1.62528 -0.76040 1.32643
C26 1.58859 -2.15118 1.28703
C27 1.53368 -2.88750 2.45592
C28 1.52633 -2.24998 3.68500
C29 1.60936 -0.86544 3.72376
C30 1.60897 -0.12291 5.02876
F1 1.59428 -0.92153 6.10341
F2 0.53109 0.68229 5.14333
F3 2.67972 0.67975 5.16389
C31 1.67036 -0.11921 2.55652
N4 2.61821 -0.28619 -0.76807
C32 2.71088 0.37057 -1.93889
C33 3.77315 0.04753 -2.80658
C34 3.88286 0.70527 -3.99952
Br1 5.31031 0.27678 -5.18314
C35 2.96921 1.69761 -4.38878
C36 1.92969 2.01898 -3.56189
C37 1.77311 1.36619 -2.32319
H1 -1.51770 1.04220 -2.34133
H2 -2.42730 4.66345 -0.58677
H3 -3.48957 4.76631 1.64259
H4 -5.07197 3.00500 2.33519
H5 -5.60578 1.15521 0.79428
H6 -4.55377 1.06420 -1.43506
H7 -1.86710 4.11448 -4.00362
H8 -3.36677 4.74372 -3.20967
H9 -4.54216 2.56080 -3.70191
H10 -3.03844 1.93330 -4.49627
H11 -1.28220 1.80039 0.26778
H12 -0.15122 1.69289 1.61615
H13 -0.95040 -0.87548 -0.77484
H14 -2.58083 -0.34441 -0.27549
H15 -1.04689 -2.76269 0.79441
H16 -2.42004 -2.81646 -0.33067
H17 -3.84645 -1.70581 1.38817
H18 -1.59289 -3.94068 3.16827
H19 -1.83766 -4.90105 1.68973
H20 -3.42016 -5.15938 4.28642
H21 -2.17322 -6.28130 3.71797
H22 -4.49532 -7.09435 3.17601
H23 -3.53489 -6.80651 1.72095
H24 -5.77083 -5.79386 1.43179
H25 -5.56568 -4.88218 2.93647
H26 -5.08165 -3.44998 0.99629
H27 -3.86140 -4.60968 0.42026
H28 -1.35166 -1.87101 3.13043
H29 -2.95247 -1.32709 3.65869
H30 -1.45114 0.56553 3.06563
H31 -2.87114 0.52047 1.99432
H32 1.59736 -2.64602 0.32798
H33 1.49278 -3.96562 2.41480
H34 1.46962 -2.81551 4.60223
H35 1.76607 0.95423 2.61497
H36 4.47651 -0.71002 -2.50076
H37 3.09842 2.19648 -5.33694
H38 1.22540 2.78745 -3.84280

The HOMO-LUMO gap comes out at 8.2 eV. Its total charge is 0. Its spin multiplicity is 1.



(4)
Entry from the OMol25 dataset: a 2-piece molecular cluster, C4H11O overall (ωB97M-V with the def2-TZVPD basis set).

Geometry (Å):
C1 -0.23076 -0.59685 2.70193
O1 -1.55331 -0.90798 2.62630
H1 0.03589 0.40022 3.09758
H2 0.17135 -0.40820 1.67419
H3 0.34887 -1.38301 3.29009
C2 0.02353 1.60389 -0.84629
C3 -0.50624 0.16655 -1.35380
C4 0.58795 -0.97648 -1.27339
H4 0.73442 1.93891 -1.75859
H5 -0.75907 2.39078 -0.93552
H6 0.75482 1.55440 -0.04108
H7 -1.51758 -0.20592 -0.95419
H8 -0.84393 0.18437 -2.48219
H9 0.15848 -1.91471 -0.96149
H10 1.42266 -0.81386 -0.52241
H11 1.17291 -1.03212 -2.26112

The HOMO-LUMO gap (alpha / beta) comes out at 11.8 / 8.8 eV. Its total charge is 0. Its spin multiplicity is 2. The calculation puts the energy above the lowest of the compared OMol25 structures with the same formula, charge and spin at 1.1114 eV.



no.,largest force on an atom (eV Å⁻¹)
1,1.65
2,1.54
3,0.81
4,4.67